28
Properties=species:S:1:pos:R:3:forces:R:3:nbo_charge:R:1 method="wB97M-V/def2-TZVPD" relative_energy_ev=2.1445 charge=-2 lumo_ev="4.943 / 4.033" homo_lumo_gap_ha="0.295 / 0.256" multiplicity=2 s_squared=0.75
Cu -0.129 20.049 8.915 0.0 1.3 -0.8 1.525
C 3.044 21.242 7.744 -3.2 -0.2 -0.1 0.311
O 3.073 21.155 6.321 1.4 0.5 -0.8 -0.545
O 1.693 21.216 8.089 1.2 -1.2 1.0 -0.884
C 3.971 20.135 8.373 -1.5 -0.8 -1.2 0.923
F 3.398 18.912 8.405 -0.3 0.5 0.4 -0.325
F 5.117 19.886 7.686 0.4 0.9 0.1 -0.358
F 4.281 20.493 9.613 0.5 0.0 0.6 -0.330
C 3.864 22.123 5.604 -0.5 -0.3 1.1 -0.057
C 4.069 21.585 4.221 0.7 -0.9 0.1 -0.626
H 4.770 22.191 3.646 -0.4 0.3 -0.3 0.186
H 4.613 20.657 4.398 0.0 -0.3 -0.2 0.212
H 3.174 21.278 3.681 -0.1 0.5 0.0 0.220
H 4.838 22.288 6.064 0.4 -0.4 0.2 0.148
H 3.442 23.125 5.670 -0.7 0.1 -0.3 0.155
H 3.432 22.205 8.076 0.6 0.3 0.0 0.118
N -0.271 17.885 6.984 -1.8 0.1 -2.9 0.729
O 0.320 17.829 8.012 3.7 -1.7 4.1 -0.532
O -1.012 18.859 6.909 -2.0 2.2 -1.3 -0.567
O -0.202 17.054 6.050 0.3 0.1 0.8 -0.551
N -0.015 20.087 11.609 1.5 2.1 2.2 0.729
O 0.322 20.126 12.805 -0.5 -0.3 0.1 -0.537
O -0.198 19.074 11.009 -0.6 -4.6 -1.7 -0.541
O -0.077 21.114 10.945 0.1 2.7 -1.1 -0.557
N -2.358 21.581 8.593 0.4 -1.6 -3.3 0.722
O -2.308 20.557 9.272 0.1 -2.1 2.5 -0.544
O -1.303 21.859 8.014 1.8 1.4 -0.1 -0.532
O -3.411 22.051 8.228 -1.5 1.4 0.8 -0.492